{
  "formula": "C4H4N4",
  "method": "ωB97M-V/def2-TZVPD",
  "symbols": ["C", "C", "C", "C", "N", "N", "N", "N", "H", "H", "H", "H"],
  "coordinates": [[-1.93100, -1.05474, -0.02304], [-1.47703, 0.20352, -0.04932], [2.08648, -0.70862, -0.05342], [1.31613, 0.41207, 0.10027], [-0.98419, -2.01125, 0.05840], [1.34057, -1.81501, -0.05857], [0.06192, -0.05206, 0.02308], [0.16197, -1.37998, 0.04544], [-3.01530, -1.18432, -0.07937], [-1.71358, 1.21269, -0.29803], [3.17243, -0.92334, -0.11161], [1.73942, 1.44090, 0.02403]],
  "de_lowest_kj_mol": 318.2,
  "orbital_gap_ev": 9.0015,
  "e_homo_ev": -8.09,
  "total_charge": 0,
  "energy_ev": -10169.540
}